{"formula": "C29H56BF2N3O8", "method": "ωB97M-V/def2-TZVPD", "smiles": "CCOC[C@@]1(B(O)OC)NC(=O)[C@](N)(CCCOC(C)=O)[C@@]1(CCF)C(=O)NC(=O)F.CCCCCC.CCCCCC", "gap_ev": 9.85, "energy_ha": -2129.4158, "lumo_ev": 0.28, "de_lowest_kcal_mol": 0.0, "elements": ["C", "C", "O", "C", "C", "B", "O", "O", "C", "N", "C", "O", "C", "N", "C", "C", "C", "O", "C", "C", "O", "C", "C", "C", "F", "C", "O", "N", "C", "O", "F", "H", "H", "H", "H", "H", "H", "H", "H", "H", "H", "H", "H", "H", "H", "H", "H", "H", "H", "H", "H", "H", "H", "H", "H", "H", "H", "H", "H", "C", "C", "C", "C", "C", "C", "H", "H", "H", "H", "H", "H", "H", "H", "H", "H", "H", "H", "H", "H", "C", "C", "C", "C", "C", "C", "H", "H", "H", "H", "H", "H", "H", "H", "H", "H", "H", "H", "H", "H"], "coordinates": [[2.585, -4.663, 1.737], [3.104, -3.651, 0.693], [2.103, -2.661, 0.491], [2.629, -1.514, -0.160], [2.465, -0.154, 0.639], [3.985, 0.343, 0.759], [4.909, -0.289, 1.539], [4.443, 1.452, 0.032], [4.627, 1.037, -1.354], [1.661, 0.702, -0.288], [0.432, 1.112, 0.274], [-0.140, 2.097, 0.012], [0.136, -0.025, 1.287], [-0.228, -1.128, 0.359], [-1.078, 0.073, 2.247], [-2.398, 0.501, 1.548], [-3.249, -0.702, 1.105], [-4.410, -0.869, 1.981], [-4.667, -2.220, 2.062], [-4.651, -2.769, 3.480], [-4.842, -2.869, 1.130], [1.569, -0.129, 1.886], [1.783, 1.225, 2.660], [2.789, 1.196, 3.815], [2.178, 0.942, 5.024], [1.790, -1.213, 2.953], [2.821, -1.749, 2.977], [0.776, -1.545, 3.918], [1.247, -2.175, 5.073], [0.650, -3.032, 5.554], [2.333, -1.749, 5.645], [3.119, -4.558, 2.683], [1.536, -4.410, 1.925], [2.654, -5.702, 1.409], [4.023, -3.208, 1.095], [3.351, -4.173, -0.242], [2.104, -1.408, -1.114], [3.685, -1.667, -0.433], [5.576, 0.386, 1.743], [3.680, 0.989, -1.894], [5.312, 1.761, -1.794], [5.129, 0.061, -1.337], [2.081, 1.601, -0.533], [-0.520, -1.957, 0.857], [-0.912, -0.822, -0.321], [-1.268, -0.929, 2.646], [-0.949, 0.721, 3.120], [-2.231, 1.104, 0.652], [-2.972, 1.122, 2.238], [-2.654, -1.614, 1.093], [-3.653, -0.548, 0.101], [-3.756, -3.379, 3.617], [-5.525, -3.414, 3.583], [-4.681, -1.938, 4.182], [2.118, 2.030, 1.994], [0.854, 1.604, 3.094], [3.657, 0.555, 3.649], [3.188, 2.214, 3.910], [0.117, -2.191, 3.496], [-0.439, 8.824, -2.861], [-1.419, 7.675, -3.078], [-1.578, 6.773, -1.855], [-0.306, 6.047, -1.412], [0.339, 5.162, -2.478], [-0.558, 4.017, -2.936], [0.571, 8.461, -2.664], [-0.394, 9.457, -3.749], [-0.751, 9.447, -2.020], [-1.109, 7.087, -3.947], [-2.398, 8.094, -3.326], [-2.364, 6.040, -2.058], [-1.941, 7.375, -1.015], [-0.546, 5.431, -0.539], [0.431, 6.779, -1.069], [1.259, 4.740, -2.063], [0.640, 5.762, -3.342], [-0.836, 3.383, -2.093], [-0.034, 3.395, -3.665], [-1.471, 4.382, -3.410], [0.468, -4.328, -1.616], [-0.691, -4.973, -2.373], [-1.269, -4.086, -3.475], [-1.879, -2.768, -2.994], [-3.003, -2.911, -1.966], [-4.220, -3.663, -2.491], [0.159, -3.422, -1.090], [0.867, -5.018, -0.870], [1.280, -4.066, -2.300], [-1.475, -5.262, -1.666], [-0.335, -5.901, -2.830], [-2.022, -4.654, -4.028], [-0.478, -3.856, -4.197], [-2.263, -2.226, -3.864], [-1.091, -2.136, -2.571], [-3.319, -1.909, -1.662], [-2.632, -3.402, -1.062], [-4.634, -3.166, -3.372], [-4.999, -3.696, -1.728], [-3.974, -4.692, -2.759]], "forces_ev_per_angstrom": [[-0.11, 0.44, -0.12], [0.07, -0.87, 0.79], [0.96, 0.22, -0.10], [-0.59, -0.45, 0.05], [0.05, -0.60, -1.47], [-0.12, 0.77, 0.21], [-0.45, 0.48, 0.45], [-0.54, -0.56, -0.44], [0.54, 0.24, 0.72], [-0.01, 2.25, 0.49], [2.20, -3.59, 1.20], [-1.70, 2.49, -0.73], [-1.79, -0.55, -0.41], [1.14, 0.15, 0.05], [-0.19, 0.99, 0.07], [-0.03, -0.48, -0.25], [-0.70, 1.03, -0.29], [1.27, -0.49, 0.32], [0.33, 2.25, 4.04], [-0.49, 0.53, -0.34], [-0.65, -2.79, -4.01], [-1.53, 0.10, 1.33], [0.43, -0.05, 0.48], [0.49, 1.49, -0.56], [-0.16, -0.56, 0.13], [-1.89, 1.17, -1.52], [3.28, -1.52, 0.65], [1.11, 0.56, -0.40], [0.25, 1.31, -1.42], [-2.37, -3.40, 1.95], [1.10, 1.21, -0.23], [-0.06, -0.02, -0.09], [0.05, -0.27, 0.00], [-0.04, 0.12, -0.04], [-0.12, 0.19, -0.22], [-0.13, 0.25, -0.04], [-0.08, 0.22, 0.21], [-0.09, -0.17, 0.31], [0.33, -0.46, -0.27], [0.12, -0.02, -0.01], [-0.20, -0.04, -0.15], [-0.13, 0.09, -0.38], [0.53, -0.47, -0.31], [-0.10, -0.04, -0.22], [-0.15, -0.20, 0.14], [0.17, 0.17, 0.04], [0.30, -0.09, -0.17], [0.26, 0.09, 0.27], [-0.10, -0.12, -0.10], [-0.18, -0.05, 0.06], [0.19, -0.07, 0.02], [-0.02, 0.13, 0.00], [0.13, 0.01, 0.16], [0.05, -0.25, 0.16], [-0.04, -0.34, -0.23], [0.02, -0.21, -0.09], [-0.32, -0.39, 0.20], [-0.02, -0.08, -0.02], [-0.34, 0.30, 0.16], [-0.02, -0.04, -0.14], [-0.03, 0.09, 0.10], [-0.04, -0.09, -0.03], [0.07, 0.08, 0.04], [-0.06, -0.09, 0.07], [0.07, 0.00, -0.08], [-0.01, 0.02, 0.03], [0.03, 0.03, 0.04], [0.04, -0.02, 0.02], [-0.01, -0.02, 0.02], [0.01, -0.04, -0.03], [0.02, 0.00, 0.02], [0.00, 0.02, -0.02], [0.01, -0.03, -0.03], [-0.02, 0.01, 0.00], [0.01, 0.04, -0.01], [0.01, 0.03, 0.03], [-0.01, 0.02, 0.00], [-0.06, -0.03, 0.00], [0.01, -0.01, 0.00], [-0.24, -0.10, 0.03], [0.18, 0.03, -0.08], [-0.07, -0.05, -0.01], [0.06, 0.05, 0.07], [0.02, 0.04, -0.13], [-0.04, -0.01, 0.16], [0.09, -0.01, -0.04], [0.04, 0.04, 0.01], [0.00, 0.05, 0.02], [-0.02, 0.01, -0.03], [-0.07, -0.02, 0.01], [0.00, 0.02, 0.01], [0.01, -0.02, 0.02], [-0.01, 0.00, 0.02], [0.03, -0.02, -0.02], [0.01, -0.03, 0.02], [0.01, 0.02, 0.01], [0.03, -0.04, -0.03], [0.00, -0.01, -0.03], [-0.01, 0.01, -0.03]], "mulliken_charge": [-1.17, -0.54, 0.25, -2.49, 1.18, 1.83, -0.68, -0.70, -0.78, -0.08, -1.44, -0.68, -0.17, 0.23, -0.80, -1.12, -0.25, -0.49, 0.80, -1.10, -0.44, 2.97, -1.15, -0.50, -0.36, -1.54, -0.42, 0.11, 0.59, -0.52, -0.18, 0.36, 0.15, 0.32, 0.38, 0.53, 0.02, 0.72, 0.30, 0.27, 0.28, 0.27, 0.46, 0.28, 0.23, 0.11, 0.83, 0.18, 0.45, 0.22, 0.38, 0.23, 0.39, 0.34, 0.53, 0.47, 0.24, 0.46, 0.26, -1.20, -0.38, -0.75, -0.52, -0.35, -1.04, 0.29, 0.38, 0.29, 0.24, 0.38, 0.30, 0.39, 0.21, 0.36, 0.28, 0.32, 0.10, 0.38, 0.36, -0.32, -0.67, -0.99, -0.54, 0.50, -1.54, -0.22, 0.24, 0.30, 0.28, 0.45, 0.35, 0.40, 0.48, 0.07, 0.03, 0.11, 0.32, 0.40, 0.33]}